Model 1:
Here is a molecular structure, C4H11N2 from the OMol25 dataset. Energies are from the ωB97M-V functional and the def2-TZVPD basis.

```
! RIJCOSX wB97M-V def2-TZVPD def2/J DEFGRID3
* xyz 1 1
C 1.1012 -0.6541 -0.5575
C 0.5641 0.5692 0.0738
C -0.4721 -0.4323 -0.3167
C -1.1911 -1.1730 0.8962
N 0.8610 1.1208 1.2083
N -1.3706 -0.5103 -1.3115
H 1.2205 -0.6843 -1.5957
H 1.9407 -1.1632 0.0315
H 1.4881 1.8445 -0.8495
H -1.6420 -2.1648 0.6950
H -2.0423 -0.4951 1.1692
H -0.6968 -1.2535 1.8333
H 0.1667 1.7967 1.6114
H 1.8379 1.1752 1.5457
H 1.7212 2.4311 -1.3683
H -2.2862 -0.6572 -0.9890
H -1.2004 0.2504 -2.0760
*
```

Frontier orbital gap = 0.3227 hartree

Here are the Mulliken charges for atoms 1 to 2, given in e: C -0.791; C 0.128

---

Model 2:
Here is a gas-phase ion, C4H11N2 (charge +1) from the OMol25 dataset. Energies are from the ωB97M-V functional and the def2-TZVPD basis.

```
! RIJCOSX wB97M-V def2-TZVPD def2/J DEFGRID3
* xyz 1 1
N 2.1598 -0.5582 -0.9597
C 1.4344 0.6266 -1.3877
C 0.3820 1.0994 -0.3470
C -0.5307 -0.0652 -0.0255
C -1.5506 0.1225 0.8103
N -2.0147 -0.9618 1.7039
H 2.7216 -0.3885 -0.1321
H 2.7885 -0.8404 -1.6993
H 0.8678 0.3488 -2.2896
H 2.0432 1.4724 -1.7369
H 0.9261 1.4906 0.5210
H -0.1804 1.8857 -0.8551
H -0.2039 -1.0507 -0.3342
H -1.8378 1.0618 1.2661
H -1.4659 -1.8253 1.7101
H -3.0117 -1.1849 1.6022
H -1.9150 -0.6461 2.6740
*
```

SMILES = NCC/C=C/[NH3+]
Frontier orbital gap = 0.3280 hartree

Here are the Mulliken charges for atoms 1 to 2, given in e: N -0.518; C -0.807

---

So which one is most stable? That would be model 2, about 2.932 eV below the next structure.

---

Model 1:
Here is 2 unconnected molecules or ions with the total composition C4H11N2 from the OMol25 dataset. Energies are from the ωB97M-V functional and the def2-TZVPD basis.

```
! RIJCOSX wB97M-V def2-TZVPD def2/J DEFGRID3
* xyz 1 1
C 0.4588 0.2426 -0.5059
C -2.5394 0.1028 -0.2949
C 1.9857 1.1027 1.1039
C 1.8177 -1.2063 0.5475
N -3.0204 -0.4953 -1.3382
N 1.4618 0.0263 0.3415
H 0.1960 -0.4993 -1.1665
H 0.3062 1.2655 -0.7379
H -2.3011 -0.5273 0.4878
H -2.5333 1.0738 -0.1530
H 3.0087 0.8648 1.3758
H 2.1912 1.9229 0.4260
H 1.3842 1.2263 1.9728
H 1.4528 -2.0860 0.0605
H 2.3597 -1.4338 1.4361
H -2.8904 -1.5136 -1.3611
H -3.3382 -0.0661 -2.1945
*
```

Frontier orbital gap (alpha / beta) = 0.2437 / 0.2011 hartree

Here are the Mulliken charges for atoms 1 to 2, given in e: C -0.797; C -0.398

---

Model 2:
Here is a gas-phase ion, C4H11N2 (charge +1) from the OMol25 dataset. Energies are from the ωB97M-V functional and the def2-TZVPD basis.

```
! RIJCOSX wB97M-V def2-TZVPD def2/J DEFGRID3
* xyz 1 1
C -1.6516 0.4154 -1.7043
C -1.1867 0.8631 -0.3328
C 0.0212 0.0060 0.0977
N 1.0214 -0.2179 -0.9909
C 0.2865 -0.6233 1.2487
N 1.4056 -0.5584 2.0264
H -1.1434 1.0252 -2.4557
H -1.5261 -0.6991 -2.0220
H -2.6776 0.8618 -1.8546
H -1.9406 0.6010 0.4581
H -1.1568 1.8909 -0.3026
H 1.1958 0.5096 -1.6595
H 0.9491 -1.0904 -1.5097
H 1.8649 -0.3363 -0.5345
H -0.5696 -0.8845 1.8547
H 1.9506 0.2586 1.9384
H 1.2478 -0.6692 2.9830
*
```

SMILES = CC/C([NH3+])=C/N
Frontier orbital gap = 0.3262 hartree

Here are the Mulliken charges for atoms 1 to 2, given in e: C -1.071; C -0.414

---

Model 3:
Here is a gas-phase ion, C4H11N2 (charge +1) from the OMol25 dataset. Energies are from the ωB97M-V functional and the def2-TZVPD basis.

```
! RIJCOSX wB97M-V def2-TZVPD def2/J DEFGRID3
* xyz 1 1
N -1.5605 0.6744 1.9356
C -0.0861 0.8235 1.7844
C 0.4208 -0.4314 1.0507
C 0.0368 -0.4187 -0.3854
C 0.8956 -0.6361 -1.3652
N 0.4593 -0.3811 -2.7794
H -1.8039 0.6540 2.9171
H -2.1290 1.3953 1.5232
H 0.0447 1.6679 1.1099
H 0.3200 0.7918 2.7454
H 0.2038 -1.3391 1.6154
H 1.5156 -0.5168 1.1588
H -0.9564 -0.0222 -0.5900
H 1.8111 -1.2036 -1.3282
H -0.0781 0.4859 -2.8368
H 1.1409 -0.4418 -3.5342
H -0.2346 -1.1021 -3.0212
*
```

SMILES = NCC/C=C/[NH3+]
Frontier orbital gap = 0.3231 hartree

Here are the Mulliken charges for atoms 1 to 2, given in e: N -0.492; C -0.682

---

So which one is most stable? That would be model 3, about 0.894 eV below the next structure.

---

Model 1:
Here is 2 unconnected molecules or ions with the total composition C4H11N2 from the OMol25 dataset. Energies are from the ωB97M-V functional and the def2-TZVPD basis.

```
! RIJCOSX wB97M-V def2-TZVPD def2/J DEFGRID3
* xyz 1 1
C -1.2847 -1.3298 0.1884
C -2.1128 0.9059 0.4019
C 1.2940 0.0550 0.2845
C 2.3754 -0.5597 -0.3971
N -1.8152 -0.1947 -0.1814
N 0.7473 1.2068 0.0732
H -1.2277 -2.1466 -0.5389
H -1.1350 -1.5588 1.2996
H -2.3347 1.8145 -0.2693
H -2.2208 0.9385 1.5457
H 0.7819 -0.3744 1.0463
H 2.1128 -0.7817 -1.4047
H 2.8217 -1.4805 0.1597
H 3.0885 0.1816 -0.6017
H -1.9824 -0.0063 -1.2385
H 1.1367 1.8209 -0.6362
H -0.2449 1.5092 0.2683
*
```

Frontier orbital gap (alpha / beta) = 0.2682 / 0.2681 hartree

Here are the Mulliken charges for atoms 1 to 2, given in e: C -0.719; C -0.932

---

Model 2:
Here is a gas-phase ion, C4H11N2 (charge +1) from the OMol25 dataset. Energies are from the ωB97M-V functional and the def2-TZVPD basis.

```
! RIJCOSX wB97M-V def2-TZVPD def2/J DEFGRID3
* xyz 1 1
C -2.1694 0.5884 -0.1402
C -1.0560 0.5435 0.9271
C 0.2846 0.2002 0.2912
N 1.0643 1.2670 -0.0071
C 0.4412 -0.9890 -0.3403
N 1.8327 -1.5453 -0.4613
H -2.4917 1.5733 -0.4823
H -3.0046 0.0473 0.2787
H -1.8705 0.1864 -1.1092
H -1.2707 -0.1725 1.7165
H -0.9170 1.5211 1.3920
H 1.0818 2.0776 0.5949
H 1.6416 1.4406 -0.8127
H -0.2286 -1.8320 -0.3671
H 2.0599 -1.9724 -1.3613
H 2.5090 -0.7704 -0.4266
H 2.0933 -2.1639 0.3075
*
```

SMILES = CC/C(N)=C/[NH3+]
Frontier orbital gap = 0.3427 hartree

Here are the Mulliken charges for atoms 1 to 2, given in e: C -1.056; C -0.607

---

Model 3:
Here is a gas-phase ion, C4H11N2 (charge +1) from the OMol25 dataset. Energies are from the ωB97M-V functional and the def2-TZVPD basis.

```
! RIJCOSX wB97M-V def2-TZVPD def2/J DEFGRID3
* xyz 1 1
C 1.6667 -0.8348 -1.1286
N 0.7553 -0.4219 -0.1053
C 1.4160 0.3066 0.9547
C -0.5635 0.0569 -0.4930
C -1.6137 0.0079 0.5863
N -2.6892 0.6912 0.5471
H 1.7747 -0.0870 -1.8957
H 2.5970 -1.0381 -0.8114
H 1.3051 -1.6990 -1.6696
H 2.3765 0.7808 0.5524
H 0.7850 1.0821 1.4883
H 1.7981 -0.5183 1.6613
H -0.7340 -0.6691 -1.2958
H -0.6237 1.0141 -0.9952
H -1.6659 -0.6913 1.4760
H -3.0719 1.4391 -0.1045
H -3.5127 0.5810 1.2329
*
```

SMILES = CN(C)CC=[NH2+]
Frontier orbital gap = 0.2660 hartree

Here are the Mulliken charges for atoms 1 to 2, given in e: C -1.247; N 0.003

---

Model 4:
Here is a molecular structure, C4H11N2 from the OMol25 dataset. Energies are from the ωB97M-V functional and the def2-TZVPD basis.

```
! RIJCOSX wB97M-V def2-TZVPD def2/J DEFGRID3
* xyz 1 1
C 0.7408 -1.3624 -0.1346
C -0.6758 0.0291 0.3429
C -2.0570 0.8655 -0.0595
C 1.7649 0.8236 0.0932
N -0.7285 -1.2960 -0.1314
N 0.6820 0.0835 -0.3773
H 1.1909 -1.5909 0.7398
H 1.2500 -1.9522 -1.0418
H -0.4806 0.1248 1.4350
H -2.5577 0.4641 -0.8953
H -1.7635 1.8598 0.0253
H -2.6708 0.6929 0.8394
H 1.5878 1.8097 -0.0688
H 2.0727 0.5495 1.0943
H 2.7208 0.7710 -0.5739
H -1.4476 -2.0231 0.1240
H 0.3717 0.1510 -1.4112
*
```

Frontier orbital gap = 0.4056 hartree

Here are the Mulliken charges for atoms 1 to 2, given in e: C -0.448; C 0.024

---

So which one is most stable? That would be model 2, about 1.061 eV below the next structure.

---

Model 1:
Here is 2 unconnected molecules or ions with the total composition C4H11N2 from the OMol25 dataset. Energies are from the ωB97M-V functional and the def2-TZVPD basis.

```
! RIJCOSX wB97M-V def2-TZVPD def2/J DEFGRID3
* xyz 1 1
C -0.9104 -2.5708 0.3167
C -0.1654 -1.4961 1.0982
C 1.3144 0.0387 -0.0853
N 0.1575 -0.3539 0.2292
H -1.7530 -2.1568 -0.2360
H -0.2811 -3.0852 -0.4116
H -1.2316 -3.3449 1.0108
H -0.7634 -1.0908 1.9122
H 0.7637 -1.9099 1.4838
H 1.4324 0.8737 -0.7601
H 2.1824 -0.4136 0.3811
H -0.6134 0.1383 -0.2091
C 0.2192 3.1829 -0.6716
N -0.4268 2.2609 -1.2610
H 0.9497 2.9777 0.1105
H 0.0611 4.2398 -0.8826
H -0.9353 2.7101 -2.0252
*
```

Frontier orbital gap = 0.3728 hartree

Here are the Mulliken charges for atoms 1 to 2, given in e: C -1.118; C -0.336

---

Model 2:
Here is 2 unconnected molecules or ions with the total composition C4H11N2 from the OMol25 dataset. Energies are from the ωB97M-V functional and the def2-TZVPD basis.

```
! RIJCOSX wB97M-V def2-TZVPD def2/J DEFGRID3
* xyz 1 1
C -0.9841 1.2987 -0.7723
C 0.4045 -0.6048 -0.7318
C -0.7982 0.0318 -0.3139
C -1.6561 -0.5285 0.8203
N 2.0237 1.0682 0.7596
N 0.4684 -1.9575 -0.7616
H -1.8853 1.7803 -0.3319
H -0.4342 1.7811 -1.6053
H 1.1512 -0.1031 -1.1739
H -1.0819 -0.5337 1.7597
H -2.1019 -1.4271 0.6527
H -2.5012 0.2096 1.0228
H 1.8432 1.2318 1.6492
H 3.0058 1.1055 0.6066
H 1.1119 -2.5236 -1.3054
H -0.2192 -2.5863 -0.4097
H 1.6535 1.7575 0.1350
*
```

Frontier orbital gap = 0.3310 hartree

Here are the Mulliken charges for atoms 1 to 2, given in e: C -0.853; C 0.034

---

So which one is most stable? That would be model 1, about 0.345 eV below the next structure.

---

Model 1:
Here is 2 unconnected molecules or ions with the total composition C4H11N2 from the OMol25 dataset. Energies are from the ωB97M-V functional and the def2-TZVPD basis.

```
! RIJCOSX wB97M-V def2-TZVPD def2/J DEFGRID3
* xyz 1 1
C -1.2006 -0.5150 1.1265
C 0.1310 -0.4328 1.3563
C 1.5333 0.7579 -2.0922
C 1.0818 -0.3416 0.1602
N -3.4288 -0.7417 1.7718
N 0.6818 0.6826 -0.8586
H -1.8265 -0.5529 0.2009
H -3.5022 0.1492 2.2380
H 0.7948 -0.4356 2.2938
H 1.6860 1.7303 -2.6285
H 2.6539 0.3813 -1.7849
H 1.1267 0.0563 -2.7009
H 1.0005 -1.2392 -0.3340
H 2.0224 -0.2189 0.6342
H -3.2174 -1.5334 2.3649
H 0.8421 1.5973 -0.5663
H -0.3788 0.6562 -1.1815
*
```

Frontier orbital gap (alpha / beta) = 0.3579 / 0.3596 hartree

Here are the Mulliken charges for atoms 1 to 2, given in e: C -0.955; C 0.320

---

Model 2:
Here is a gas-phase ion, C4H11N2 (charge +1) from the OMol25 dataset. Energies are from the ωB97M-V functional and the def2-TZVPD basis.

```
! RIJCOSX wB97M-V def2-TZVPD def2/J DEFGRID3
* xyz 1 1
C -1.4721 -0.4712 -1.4313
N -0.9722 -0.2780 -0.0420
C -0.2919 -1.2261 0.7467
C 0.2422 0.1829 0.4150
C 0.3885 1.3851 1.3627
N 1.3302 0.2120 -0.5875
H -0.5926 -0.7868 -2.1752
H -2.1224 -1.3071 -1.2185
H -2.1130 0.3682 -1.6327
H 0.4018 -1.8361 0.1498
H -0.8237 -1.5599 1.7022
H 0.0936 2.3892 1.0975
H 1.3794 1.3788 1.7892
H -0.3372 1.0046 2.1439
H 1.3081 1.1419 -0.8773
H 1.3556 -0.5230 -1.3991
H 2.2256 -0.0747 -0.0434
*
```

SMILES = CN1C[C@@]1(C)[NH3+]
Frontier orbital gap = 0.3700 hartree

Here are the Mulliken charges for atoms 1 to 2, given in e: C -0.696; N -0.226

---

Model 3:
Here is a gas-phase ion, C4H11N2 (charge +1) from the OMol25 dataset. Energies are from the ωB97M-V functional and the def2-TZVPD basis.

```
! RIJCOSX wB97M-V def2-TZVPD def2/J DEFGRID3
* xyz 1 1
N 1.2866 0.5870 1.6306
C 1.3909 0.9668 0.2225
C 1.1718 -0.1972 -0.7173
C -0.1091 -0.8438 -0.3483
C -1.3198 -0.9132 -0.9806
N -2.4785 -0.1234 -0.3386
H 1.7616 1.1970 2.2716
H 1.7035 -0.3480 1.7177
H 0.8173 1.8950 -0.0954
H 2.3877 1.4772 0.2302
H 1.9801 -0.8699 -0.3340
H 1.3867 -0.0580 -1.7583
H -0.0668 -1.2809 0.6511
H -1.7465 -1.8108 -1.4463
H -3.1312 0.1115 -1.0885
H -2.9287 -0.5785 0.4671
H -2.1055 0.7891 -0.0833
*
```

SMILES = NCC/C=C/[NH3+]
Frontier orbital gap = 0.2553 hartree

Here are the Mulliken charges for atoms 1 to 2, given in e: N -0.573; C -0.535

---

So which one is most stable? That would be model 2, about 2.041 eV below the next structure.

---

Model 1:
Here is a gas-phase ion, C4H11N2 (charge +1) from the OMol25 dataset. Energies are from the ωB97M-V functional and the def2-TZVPD basis.

```
! RIJCOSX wB97M-V def2-TZVPD def2/J DEFGRID3
* xyz 1 1
C 0.4031 -2.3361 -0.3453
C -0.7543 -1.4305 0.4604
C -0.8208 0.1293 -0.0723
N 0.3778 0.7585 -0.4986
C 0.5347 2.0772 -0.5376
N 0.3138 2.5310 0.7225
H 1.4300 -2.1408 0.0538
H 0.2550 -1.8084 -1.2812
H 0.0712 -3.3811 -0.3807
H -0.3160 -1.3479 1.3654
H -1.8109 -1.7841 0.4675
H -1.2446 0.6341 0.8091
H -1.4996 -0.1494 -0.8639
H 1.2113 0.2771 -1.0383
H 0.9210 2.6783 -1.3907
H 0.2124 3.4392 1.0641
H 0.7160 1.8538 1.4658
*
```

SMILES = CCCNC=[NH2+]
Frontier orbital gap = 0.3406 hartree

Here are the Mulliken charges for atoms 1 to 2, given in e: C -0.896; C -0.668

---

Model 2:
Here is a gas-phase ion, C4H11N2 (charge +1) from the OMol25 dataset. Energies are from the ωB97M-V functional and the def2-TZVPD basis.

```
! RIJCOSX wB97M-V def2-TZVPD def2/J DEFGRID3
* xyz 1 1
N 0.2026 -1.4285 -2.7078
C -0.1594 -1.0013 -1.4531
C 0.6334 -0.3394 -0.5797
C 0.6420 -0.4783 0.9328
C -0.4579 0.2908 1.6597
N -0.5116 1.7122 1.1274
H 1.0186 -0.9459 -3.0676
H -0.5637 -1.4067 -3.3671
H -1.2390 -1.0382 -1.3078
H 1.6211 -0.0678 -0.9455
H 0.5369 -1.5032 1.2890
H 1.5914 -0.0458 1.2426
H -1.4616 -0.1094 1.5008
H -0.3942 0.2779 2.7471
H -1.4606 2.0340 0.9565
H 0.0042 1.7031 0.2301
H -0.0022 2.3463 1.7426
*
```

SMILES = N/C=C/CC[NH3+]
Frontier orbital gap = 0.3205 hartree

Here are the Mulliken charges for atoms 1 to 2, given in e: N -0.461; C -0.082

---

So which one is most stable? That would be model 2, about 1.864 eV below the next structure.